{
  "formula": "C13H23ClN2O6",
  "method": "ωB97M-V with the def2-TZVPD basis set",
  "relative_energy_kj_mol": 0.0,
  "homo_ev": -7.9,
  "elements": ["O", "H", "O", "H", "C", "C", "H", "H", "H", "N", "H", "O", "C", "C", "C", "Cl", "C", "O", "H", "C", "C", "O", "H", "H", "H", "H", "H", "H", "C", "H", "C", "H", "C", "N", "H", "H", "H", "C", "O", "H", "C", "H", "H", "H", "H"],
  "positions_angstrom": [[-4.9825, 4.1373, 0.8559], [-3.8214, 1.7531, 0.1992], [2.1358, -3.9323, 1.7270], [-3.2534, 0.1464, -0.1726], [1.2960, -1.2043, -0.5287], [1.7188, -1.3205, 3.1885], [1.6204, 0.7856, -3.3706], [1.4681, -2.7566, -3.1095], [-0.6362, 0.4386, -0.4959], [1.5101, -1.9903, -3.7657], [2.8269, -0.2820, -1.7493], [0.9629, -3.9921, 0.9395], [2.7444, -2.6949, 1.5337], [0.9250, -0.3000, 3.6506], [0.2325, 0.4638, 2.7182], [-4.0929, 4.6220, -0.1768], [1.1675, -0.8583, 0.9269], [-4.3230, 6.0205, -0.4153], [2.4290, -1.5705, -3.7345], [-2.9542, 1.1958, -0.1375], [-1.8845, 1.3767, 0.9365], [-4.3126, 3.8665, -1.3910], [2.2618, -1.9489, 3.8745], [-2.1616, 0.7503, 1.7866], [-0.3331, -1.4743, -2.8821], [1.9396, -2.0565, -0.6854], [0.3061, -1.5297, -0.8449], [3.1821, -2.5727, 0.5520], [0.9826, 0.2338, -2.6798], [-1.9177, 2.4051, 1.2867], [0.3289, 0.1856, 1.3576], [0.8157, -0.0814, 4.6990], [0.4776, -0.9963, -3.4292], [1.8400, -1.5804, 1.8666], [-0.4165, 1.2659, 3.0313], [1.9023, 0.8712, -0.8661], [0.2378, -3.8167, 1.5577], [1.8149, -0.0583, -1.4217], [-2.7171, 4.4183, 0.2584], [0.0688, 1.9317, 0.1900], [-0.4871, 1.0221, 0.4039], [0.1397, 0.8899, -2.4768], [0.0233, -0.6523, -4.3570], [-2.6204, 1.5540, -1.1032], [3.5553, -2.6648, 2.2534]]
}

{
  "formula": "C13H23FIN2O4SV",
  "method": "ωB97M-V with the def2-TZVPD basis set",
  "s2": 3.755,
  "multiplicity": 4,
  "total_charge": 1,
  "homo_ev": [-9.8, -11.1],
  "elements": ["H", "N", "C", "H", "C", "H", "H", "H", "C", "O", "H", "V", "F", "C", "H", "H", "H", "I", "C", "H", "H", "H", "O", "H", "H", "H", "H", "C", "C", "C", "H", "H", "O", "C", "H", "H", "H", "O", "C", "N", "H", "C", "S", "C", "H", "C"],
  "positions_angstrom": [[-1.6320, -2.2596, 0.9462], [-1.2434, -2.9530, 0.3191], [-1.4282, 2.2650, 2.0421], [-2.3858, 1.8926, 0.1544], [-0.7985, 0.0479, -3.0602], [1.2340, 3.0208, 1.9802], [-0.9664, 0.9582, -3.6316], [3.8938, 1.6490, 1.5301], [-1.6405, 2.5631, 0.5740], [1.0900, -0.0391, -1.5891], [-1.3572, 0.0382, -2.1275], [0.1953, 0.2596, 0.2561], [-1.5988, -0.3942, -0.2153], [0.0988, -2.9300, 0.1965], [1.1870, -0.3775, -4.7094], [-0.0245, -0.3289, 3.4907], [-2.4070, 2.1550, 2.5190], [-1.5676, -1.5258, -4.2562], [-0.1878, -4.6031, -1.5169], [-0.8876, 3.0599, 2.5663], [0.2177, 4.2462, 0.0773], [-1.6704, 0.2824, 3.8034], [-0.4574, 2.3000, -0.2031], [1.7070, -3.8085, -0.8961], [3.1673, 0.0226, 1.5010], [0.2468, -5.2653, -2.2549], [-3.1329, -3.5876, -0.2099], [0.6346, -3.7964, -0.7710], [0.6176, 3.2466, -0.1032], [0.6697, -0.0998, -2.7559], [2.5079, 3.4990, 0.8445], [-0.2606, 1.3135, 4.1593], [1.9670, 1.5050, 0.7868], [1.6180, 2.8742, 0.9669], [2.6418, 1.2104, 2.7285], [-1.9494, 3.6005, 0.4331], [2.5027, -0.3421, -3.5718], [-0.6925, 1.0505, 2.1484], [-1.5773, -4.5741, -1.3430], [1.5203, -0.2451, -3.7693], [1.1027, 3.2361, -1.0781], [-2.0803, -3.7139, -0.4129], [1.0467, -1.8860, 1.1917], [-0.6608, 0.5506, 3.4871], [-2.2428, -5.1909, -1.9269], [2.9827, 1.0740, 1.6994]]
}

{
  "formula": "C13H23I2NO3",
  "method": "ωB97M-V with the def2-TZVPD basis set",
  "relative_energy_kj_mol": 96.7,
  "homo_ev": -9.2,
  "elements": ["C", "H", "H", "H", "H", "C", "C", "H", "C", "H", "C", "C", "H", "H", "C", "H", "C", "H", "C", "C", "H", "H", "H", "C", "N", "I", "O", "H", "H", "O", "O", "H", "C", "H", "H", "C", "H", "H", "H", "H", "I", "H"],
  "positions_angstrom": [[0.5154, 1.0334, 0.3067], [-1.6459, 2.3647, -1.3144], [-0.4637, -4.2356, 1.9443], [1.2731, 1.5262, 0.9243], [2.1487, -0.8497, -1.3924], [2.1722, -0.9238, 0.6883], [0.8559, 1.5387, -1.1080], [3.2026, -1.9731, -0.7743], [-2.5937, 0.5922, -2.0816], [0.7414, 0.7376, -1.8390], [-2.1431, 1.1003, 0.4184], [-2.4091, 1.6717, -0.9833], [2.9596, 1.3374, -0.5177], [-3.6230, 0.6200, -2.4231], [-0.8043, -2.5322, 0.7212], [2.7144, 1.9579, -2.1698], [-0.5996, 0.5681, 2.2843], [0.7259, -3.0087, 2.1689], [0.7304, -0.4314, 0.6468], [-0.1399, -1.4616, -0.1331], [0.7470, -4.0586, 0.7141], [-3.3268, 2.2334, -0.9628], [-1.5245, -2.1450, 1.4236], [2.3407, 1.9572, -1.1552], [2.7785, -1.0689, -0.6364], [-2.0012, -3.7169, -0.6749], [2.4409, 3.3076, -0.6501], [-0.6741, 2.4448, 1.4466], [2.7502, -0.1669, 1.2301], [0.2297, -0.4662, 2.0002], [-1.0377, 0.7003, 3.3405], [-2.3518, 0.0463, 0.4804], [-0.7781, 1.4606, 1.0142], [-2.4256, -0.4222, -1.7342], [0.3179, 2.4331, -1.3819], [0.1307, -3.5008, 1.4104], [0.4006, -1.9365, -0.9407], [-2.0002, 0.8010, -2.9615], [2.2761, -1.8374, 1.2584], [2.6730, 3.2163, 0.2803], [-3.6438, 1.9937, 1.7475], [-0.9387, -0.9070, -0.6148]]
}

{
  "formula": "C13H23I2OP2SeY",
  "method": "ωB97M-V with the def2-TZVPD basis set",
  "relative_energy_kj_mol": 27.7,
  "total_charge": 2,
  "homo_ev": -14.0,
  "elements": ["H", "H", "C", "Y", "C", "H", "P", "C", "H", "H", "O", "H", "C", "C", "P", "H", "C", "H", "H", "C", "H", "H", "I", "C", "H", "C", "Se", "H", "H", "H", "H", "C", "H", "H", "H", "C", "H", "C", "H", "I", "H", "C", "H"],
  "positions_angstrom": [[1.2763, 2.4782, 2.6113], [-0.8373, -3.8753, -0.5778], [3.5483, 1.5532, -0.3426], [-0.3616, 0.3133, 0.4507], [-4.1498, 2.9390, 2.8688], [2.6671, 1.3652, 2.5292], [-1.9762, -1.7619, -0.3146], [-1.6377, -3.3524, -1.1104], [3.5115, 1.3911, -1.4231], [-4.6921, 3.1287, 3.7987], [1.7250, -1.5672, -1.4609], [-1.3057, -3.1803, -2.1384], [-2.6207, -2.2715, 1.3403], [-4.1647, 2.4466, 0.4899], [1.8801, 1.8838, 0.2750], [3.9490, 0.6486, 0.1232], [-3.5365, -1.2536, -1.1136], [-3.9620, -0.3685, -0.6250], [-4.2443, -2.0880, -1.0666], [2.2008, 2.2427, 2.0592], [1.5593, 3.5382, -1.4577], [-3.5063, -2.8964, 1.1631], [3.9666, -3.9397, -1.3535], [-2.7532, 2.4915, 0.4672], [4.1826, 2.4180, -0.1112], [-4.8483, 2.6582, 1.6827], [-1.8002, 2.0817, -1.1367], [2.8833, 3.1030, 2.0973], [-1.8516, -2.8424, 1.8791], [2.3937, 4.2274, -0.0183], [-2.5580, -3.9503, -1.1052], [-2.7499, 2.9890, 2.8527], [-2.8979, -1.3965, 1.9487], [-5.9357, 2.6158, 1.6966], [-3.3326, -0.9834, -2.1552], [1.5835, 3.5715, -0.3618], [-0.9485, 2.9123, 1.6256], [0.9981, -0.9019, -0.8599], [0.6123, 3.9642, -0.0314], [3.3478, -2.9035, -3.8374], [-2.1983, 3.1912, 3.7751], [-2.0463, 2.7897, 1.6599], [-4.6981, 2.2282, -0.4350]]
}

{
  "formula": "C13H23MoNO2PS",
  "method": "ωB97M-V with the def2-TZVPD basis set",
  "relative_energy_kj_mol": 71.7,
  "total_charge": 1,
  "homo_ev": [-11.8, -11.6],
  "elements": ["H", "H", "C", "C", "H", "C", "C", "O", "H", "N", "H", "Mo", "H", "H", "H", "C", "C", "H", "C", "H", "H", "O", "H", "C", "C", "C", "C", "H", "H", "H", "H", "C", "C", "H", "S", "H", "P", "H", "H", "H", "H", "H"],
  "positions_angstrom": [[2.7275, -2.7879, -0.6586], [2.2941, -1.6123, 0.5843], [-0.7147, -0.0578, 1.5347], [0.4510, 1.9591, 2.1689], [-3.0014, 2.2263, -1.7197], [1.4033, -0.1792, 2.6756], [-0.6477, 1.3394, 1.5959], [3.8266, 1.4665, -0.4744], [-1.6184, -0.5441, 1.2075], [0.9003, -1.7632, -0.9648], [3.3172, 1.2215, 3.8537], [0.0845, 0.2351, -1.2229], [2.4396, 2.7576, 3.8607], [0.8642, -2.1708, -1.8963], [3.0481, -0.7453, -2.2444], [-2.9234, -1.5056, -2.5651], [3.1923, -0.7402, -1.1599], [-3.4604, 0.5087, 0.6245], [2.3214, -1.7915, -0.4876], [2.1923, -0.7696, 3.1278], [-2.4709, -1.3884, -3.5484], [1.6614, 0.9575, -0.3750], [4.2419, -0.9646, -0.9783], [2.7161, 1.8988, 3.2495], [2.9539, 0.6706, -0.6497], [-3.5875, -0.2937, -0.1016], [1.5015, 1.2146, 2.6960], [3.3375, 2.2652, 2.4289], [-4.6064, -0.2523, -0.4880], [0.2375, -1.8923, 2.1397], [0.3437, -2.3725, -0.3727], [0.3124, -0.8108, 2.1048], [-3.1383, 1.3414, -2.3428], [-4.0084, -1.5464, -2.6670], [0.0771, 0.2397, -3.3248], [-2.5741, -2.4431, -2.1317], [-2.4362, -0.1127, -1.5039], [-2.6315, 1.5058, -3.2915], [0.4988, 3.0406, 2.2026], [-4.2050, 1.1990, -2.5196], [-1.4686, 1.9493, 1.2340], [-3.4512, -1.2521, 0.3996]]
}